C25H26ClN3O5S in the gas phase, computed with ωB97M-V with the def2-TZVPD basis set.

```
! wB97M-V def2-TZVPD RIJCOSX def2/J DEFGRID3
* xyz 0 1
C 0.012 -4.039 -4.560
C 0.751 -2.745 -4.877
H 0.626 -2.503 -5.937
O 0.226 -1.617 -4.198
C 0.663 -1.302 -2.959
C 0.316 -0.023 -2.507
C 0.761 0.444 -1.294
C 1.556 -0.362 -0.477
C 1.880 -1.641 -0.917
C 1.438 -2.116 -2.136
H 1.719 -3.112 -2.440
H 2.502 -2.261 -0.290
C 2.185 0.126 0.773
O 3.301 -0.216 1.116
N 1.515 1.065 1.518
C 0.159 1.382 1.562
C -0.809 0.431 1.273
C -2.145 0.754 1.372
C -2.547 2.003 1.799
C -1.590 2.951 2.115
C -0.229 2.673 1.989
N 0.765 3.590 2.331
C 0.424 4.697 3.204
H -0.231 4.341 4.000
C 1.724 5.231 3.816
H 1.523 6.103 4.440
O 2.627 5.654 2.824
C 2.942 4.595 1.951
H 3.620 5.006 1.201
C 1.681 4.035 1.289
H 1.941 3.210 0.628
H 1.212 4.833 0.691
H 3.455 3.792 2.503
H 2.184 4.441 4.430
H -0.072 5.513 2.656
H -1.908 3.929 2.441
H -3.600 2.222 1.866
S -3.372 -0.484 1.000
O -3.493 -1.390 2.101
O -4.549 0.166 0.506
N -2.690 -1.276 -0.324
C -2.130 -2.542 -0.317
C -1.460 -3.038 0.799
C -0.883 -4.294 0.775
C -0.969 -5.088 -0.355
C -1.641 -4.620 -1.470
C -2.203 -3.358 -1.451
Cl -3.032 -2.772 -2.857
H -1.747 -5.235 -2.350
H -0.528 -6.073 -0.369
H -0.370 -4.656 1.653
H -1.438 -2.447 1.700
H -3.172 -1.039 -1.181
H -0.514 -0.559 0.972
H 2.074 1.484 2.254
H 0.517 1.453 -0.996
H -0.284 0.597 -3.154
H 1.823 -2.846 -4.669
H 0.384 -4.834 -5.200
H -1.051 -3.905 -4.743
H 0.150 -4.325 -3.521
*
```

Total energy   -64412.4546 eV
ΔE to the lowest compared entry with this formula, charge and spin   1.008 eV
Orbital gap   9.0 eV
SMILES string   CCOc1ccc(C(=O)Nc2cc(S(=O)(=O)Nc3ccccc3Cl)ccc2N2CCOCC2)cc1
Max |F|   1.0 eV/Å

---

A molecular structure, C28H25ClN5O3Zr, computed with ωB97M-V with the def2-TZVPD basis set.

```
! wB97M-V def2-TZVPD RIJCOSX def2/J DEFGRID3
* xyz 3 1
Zr 0.546 -0.477 -0.610
Cl 4.910 0.578 5.340
C 4.119 0.209 3.864
C 4.678 -0.722 2.986
C 4.059 -1.028 1.783
C 2.869 -0.409 1.449
O 2.264 -0.689 0.274
C 2.273 0.516 2.331
C 1.000 1.130 2.121
N 0.155 0.927 1.143
C -1.136 1.564 1.178
C -1.654 2.303 2.209
C -2.959 2.838 2.135
C -3.744 2.623 1.040
C -3.249 1.853 -0.038
C -4.000 1.582 -1.202
C -3.461 0.825 -2.212
C -2.171 0.318 -2.054
N -1.430 0.557 -0.975
C -1.944 1.329 0.036
C 2.929 0.821 3.541
H 5.609 -1.205 3.252
H 4.497 -1.742 1.100
H 0.722 1.836 2.900
H -1.094 2.484 3.116
H -3.333 3.415 2.969
H -4.747 3.026 0.988
H -5.006 1.974 -1.286
H -4.017 0.600 -3.110
H -1.722 -0.298 -2.825
H 2.488 1.531 4.230
O 1.063 -2.952 -3.841
C 0.644 -2.465 -2.845
O 0.796 -1.166 -2.490
C -0.117 -3.225 -1.784
C -0.545 -4.529 -1.996
C -1.245 -5.150 -0.988
C -1.509 -4.470 0.217
C -2.228 -5.064 1.285
C -2.451 -4.369 2.436
C -1.968 -3.048 2.575
C -1.274 -2.447 1.562
C -1.031 -3.147 0.364
N -0.332 -2.549 -0.654
H -0.316 -5.011 -2.936
H -1.600 -6.166 -1.112
H -2.591 -6.077 1.170
H -2.997 -4.824 3.251
H -2.151 -2.513 3.497
H -0.908 -1.430 1.693
N 1.869 4.862 -3.283
C 2.236 3.421 -3.013
C 1.218 2.716 -2.110
N 1.590 1.302 -1.926
H 2.577 5.307 -3.877
H 1.809 5.417 -2.425
H 0.974 4.949 -3.773
H 3.228 3.436 -2.564
H 2.304 2.935 -3.986
H 0.223 2.749 -2.559
H 1.159 3.199 -1.133
H 2.558 1.238 -1.607
H 1.566 0.807 -2.819
*
```

Total energy   -56819.2880 eV
ΔE to the lowest compared entry with this formula, charge and spin   0.215 eV
Orbital gap   6.8 eV
Max |F|   0.7 eV/Å

---

16 unconnected molecules or ions with the total composition C40H122N10O16, computed with ωB97M-V with the def2-TZVPD basis set.

```
! wB97M-V def2-TZVPD RIJCOSX def2/J DEFGRID3
* xyz 0 1
O -27.296 -3.649 -6.240
H -26.365 -3.429 -6.401
H -27.258 -3.690 -5.312
O -28.321 -0.697 -6.036
H -28.096 -1.635 -5.913
H -29.234 -0.736 -6.428
O -25.074 -2.675 -5.408
H -25.114 -1.779 -5.117
H -25.085 -3.334 -4.698
O -25.215 -4.558 -3.310
H -24.680 -4.988 -2.618
H -25.951 -4.241 -2.753
O -26.589 -9.342 -2.975
H -27.268 -9.263 -3.675
H -25.866 -8.776 -3.257
O -33.628 -2.901 -1.223
H -32.755 -2.564 -1.185
H -33.828 -3.158 -0.300
C -31.681 -2.681 -7.042
C -32.502 -1.996 -5.991
C -33.188 -2.996 -5.068
O -32.236 -3.712 -4.310
C -32.602 -5.047 -4.112
N -31.681 -1.000 -5.331
H -32.161 -3.542 -7.499
H -30.738 -2.916 -6.549
H -31.407 -1.942 -7.815
H -33.331 -1.485 -6.544
H -33.810 -3.665 -5.684
H -33.905 -2.492 -4.405
H -31.799 -5.563 -3.574
H -32.830 -5.629 -5.006
H -33.461 -5.192 -3.454
H -31.060 -1.479 -4.673
H -32.261 -0.335 -4.827
C -28.946 -2.081 -2.923
C -28.639 -2.990 -1.733
C -29.909 -3.522 -1.161
O -29.755 -4.514 -0.224
C -31.012 -4.964 0.272
N -27.749 -4.061 -2.236
H -28.046 -1.770 -3.473
H -29.489 -1.197 -2.588
H -29.563 -2.651 -3.627
H -27.959 -2.487 -1.067
H -30.521 -3.882 -2.044
H -30.471 -2.612 -0.760
H -31.421 -4.457 1.156
H -30.903 -5.953 0.706
H -31.711 -4.860 -0.533
H -28.356 -4.794 -2.576
H -27.421 -4.486 -1.386
C -26.794 1.479 -3.595
C -25.582 1.424 -4.506
C -24.245 1.300 -3.709
O -23.229 1.179 -4.790
C -22.021 0.493 -4.559
N -25.709 0.228 -5.315
H -26.834 2.474 -3.118
H -26.723 0.725 -2.767
H -27.683 1.186 -4.171
H -25.517 2.373 -5.160
H -24.198 0.356 -3.087
H -23.995 2.208 -3.150
H -22.155 -0.586 -4.634
H -21.622 0.629 -3.592
H -21.302 0.811 -5.263
H -25.081 0.240 -6.101
H -26.667 0.125 -5.641
C -36.595 -2.525 0.331
C -35.542 -2.385 1.415
C -36.147 -2.137 2.758
O -36.937 -0.975 2.733
C -37.751 -0.879 3.878
N -34.657 -3.571 1.487
H -37.282 -3.380 0.584
H -36.070 -2.915 -0.602
H -37.107 -1.592 0.114
H -34.912 -1.533 1.201
H -35.354 -1.955 3.478
H -36.693 -2.959 3.132
H -38.603 -0.259 3.672
H -37.278 -0.330 4.704
H -38.150 -1.858 4.229
H -33.960 -3.447 2.230
H -35.268 -4.280 1.861
C -23.801 -7.836 -1.619
C -24.380 -7.050 -0.452
C -23.925 -7.380 0.900
O -24.155 -8.759 1.157
C -23.853 -9.116 2.457
N -24.161 -5.625 -0.790
H -24.330 -7.570 -2.511
H -23.894 -8.868 -1.397
H -22.721 -7.661 -1.825
H -25.464 -7.317 -0.512
H -24.331 -6.693 1.641
H -22.836 -7.225 0.885
H -24.602 -8.754 3.158
H -22.818 -8.919 2.739
H -23.918 -10.208 2.367
H -23.216 -5.241 -0.841
H -24.569 -5.020 -0.069
C -32.883 -6.471 3.198
C -33.942 -6.829 4.256
C -35.191 -5.893 4.217
O -35.812 -6.186 2.989
C -37.096 -6.776 3.043
N -34.445 -8.194 4.087
H -33.364 -6.390 2.213
H -32.117 -7.273 3.101
H -32.411 -5.501 3.281
H -33.477 -6.715 5.259
H -34.813 -4.892 4.276
H -35.766 -6.115 5.135
H -37.851 -6.096 2.626
H -37.435 -7.065 4.036
H -36.993 -7.642 2.350
H -34.616 -8.255 3.097
H -33.687 -8.917 4.174
C -32.310 -0.381 2.977
C -31.233 -1.416 2.995
C -29.993 -0.917 3.763
O -29.378 0.020 2.882
C -28.567 0.993 3.599
N -31.843 -2.658 3.440
H -32.829 -0.040 3.906
H -33.100 -0.740 2.335
H -31.938 0.539 2.539
H -31.075 -1.478 1.921
H -29.407 -1.771 4.030
H -30.365 -0.490 4.680
H -27.723 1.321 3.053
H -27.999 0.465 4.413
H -29.180 1.696 4.151
H -32.289 -2.493 4.336
H -31.177 -3.432 3.506
C -32.622 -9.480 0.068
C -31.271 -10.176 0.129
C -30.183 -9.365 -0.551
O -30.733 -8.486 -1.565
C -29.910 -7.478 -2.025
N -30.869 -10.491 1.503
H -33.284 -10.211 0.501
H -32.911 -9.330 -0.982
H -32.674 -8.465 0.574
H -31.339 -11.073 -0.435
H -29.349 -9.975 -0.829
H -29.754 -8.711 0.257
H -29.683 -6.729 -1.250
H -30.423 -6.890 -2.785
H -29.014 -7.944 -2.470
H -30.859 -9.627 1.984
H -31.610 -11.052 1.907
C -29.664 -7.103 -5.738
C -30.153 -8.459 -5.168
C -31.398 -9.027 -5.896
O -32.026 -10.178 -5.359
C -32.833 -9.851 -4.310
N -29.028 -9.408 -4.999
H -29.383 -7.207 -6.787
H -28.719 -6.815 -5.298
H -30.389 -6.245 -5.554
H -30.482 -8.256 -4.154
H -31.059 -9.323 -6.896
H -32.029 -8.149 -5.949
H -32.257 -9.360 -3.466
H -33.022 -10.796 -3.766
H -33.746 -9.340 -4.628
H -28.600 -9.600 -5.900
H -29.410 -10.288 -4.744
C -27.557 -4.302 3.068
C -28.648 -5.383 3.275
C -28.068 -6.742 3.647
O -27.093 -7.205 2.705
C -27.644 -7.779 1.497
N -29.699 -4.924 4.189
H -27.554 -3.644 4.002
H -27.793 -3.759 2.167
H -26.550 -4.793 2.992
H -29.147 -5.514 2.301
H -28.953 -7.404 3.735
H -27.511 -6.823 4.630
H -26.733 -8.062 0.984
H -28.144 -7.011 0.904
H -28.320 -8.644 1.720
H -29.334 -4.679 5.126
H -30.466 -5.571 4.278
*
```

Total energy   -91113.3451 eV
ΔE to the lowest compared entry with this formula, charge and spin   3.667 eV
Orbital gap   9.1 eV
Max |F|   3.4 eV/Å

---

C4H9O6P in the gas phase, computed with ωB97M-V with the def2-TZVPD basis set.

```
! wB97M-V def2-TZVPD RIJCOSX def2/J DEFGRID3
* xyz 0 1
C 1.246 0.591 -1.542
C 1.704 0.567 2.063
C -2.121 0.297 0.127
C 1.324 -0.169 -0.185
O 0.553 1.562 -1.587
O 0.320 -2.708 0.481
O 2.456 -0.945 -0.058
O 0.008 -1.607 -1.755
O 1.089 0.852 0.772
O -1.444 -0.887 0.376
P -0.025 -1.398 -0.171
H 1.853 0.029 -2.338
H 1.558 -0.469 2.236
H 0.962 1.108 2.655
H 2.751 0.788 2.145
H -1.842 1.129 0.728
H -3.172 0.193 0.145
H -1.951 0.608 -0.899
H 2.497 -1.612 0.625
H -0.097 -2.556 -1.774
*
```

Total energy   -25867.6690 eV
ΔE to the lowest compared entry with this formula, charge and spin   0.925 eV
Orbital gap   10.3 eV
SMILES string   CO[C@](O)(C=O)[P@](=O)(O)OC
Max |F|   2.7 eV/Å

---

A molecular structure, C40H45BrFeN6O5, computed with ωB97M-V with the def2-TZVPD basis set.

```
! wB97M-V def2-TZVPD RIJCOSX def2/J DEFGRID3
* xyz 2 5
Fe -0.542 -1.138 -0.433
C 2.834 -4.006 4.467
C 1.712 -3.238 3.832
C 1.259 -2.053 4.329
C 0.152 -1.365 3.749
C -0.556 -0.300 4.300
N -0.186 0.593 5.209
C 1.185 1.013 5.496
C 1.841 1.612 4.252
C 1.119 2.882 3.815
N 1.752 3.493 2.643
C 1.401 3.648 1.397
C 0.281 3.221 0.564
C -0.360 4.421 0.080
C -1.705 4.475 -0.146
C -2.391 5.737 -0.574
C -2.458 3.268 -0.046
C -1.938 2.084 0.399
C -2.783 0.911 0.112
N -2.459 -0.260 -0.272
C -3.572 -1.117 -0.712
C -3.576 -2.527 -0.144
C -2.440 -3.419 -0.638
N -1.216 -2.975 0.024
C -0.748 -3.699 0.967
C 0.048 -3.136 2.042
C 1.042 -3.791 2.703
C -0.418 -1.837 2.508
O -1.261 -1.160 1.879
C -0.616 2.114 1.025
O -0.223 1.344 1.886
H 3.317 -3.423 5.250
H 3.595 -4.270 3.731
H 2.477 -4.934 4.917
H 1.713 -1.675 5.235
H -1.569 -0.175 3.934
H -0.913 1.200 5.547
H 1.774 0.191 5.888
H 1.118 1.753 6.295
H 1.827 0.895 3.429
H 2.886 1.829 4.489
H 1.166 3.648 4.593
H 0.081 2.687 3.588
H 2.626 3.952 2.864
H 2.100 4.273 0.848
H 0.255 5.296 -0.101
H -1.713 6.588 -0.542
H -3.242 5.960 0.070
H -2.774 5.651 -1.594
H -3.486 3.288 -0.399
H -3.847 1.167 0.098
H -3.503 -1.188 -1.803
H -4.520 -0.628 -0.474
H -4.523 -2.983 -0.446
H -3.565 -2.491 0.946
H -2.330 -3.349 -1.719
H -2.645 -4.460 -0.373
H -1.097 -4.730 1.060
H 1.361 -4.768 2.351
O 1.403 -1.022 0.817
N 1.321 -1.552 -0.337
Br 6.431 -1.982 -0.871
C 4.812 -1.035 -1.019
C 4.865 0.379 -1.030
C 3.672 1.115 -1.027
C 2.452 0.499 -1.090
C 2.340 -0.982 -1.267
C 3.637 -1.700 -1.100
C 1.214 1.260 -0.928
O 1.281 2.540 -0.784
O 0.085 0.709 -0.946
H 5.819 0.883 -0.993
H 3.728 2.193 -0.949
H 1.965 -1.211 -2.276
H 3.607 -2.782 -1.086
C -1.523 1.150 -5.789
N -1.149 1.335 -4.356
C 0.337 1.373 -4.206
C -1.838 0.372 -3.371
C -1.310 -1.035 -3.442
C -1.581 -1.763 -4.609
C -1.026 -3.010 -4.828
C -0.192 -3.548 -3.857
C -0.007 -2.873 -2.661
C -0.584 -1.626 -2.395
H -1.183 2.023 -6.339
H -2.603 1.052 -5.865
H -1.031 0.259 -6.166
H -1.494 2.255 -4.088
H 0.710 0.358 -4.308
H 0.568 1.778 -3.231
H 0.742 2.011 -4.987
H -2.896 0.441 -3.631
H -1.670 0.819 -2.397
H -2.257 -1.354 -5.352
H -1.245 -3.556 -5.735
H 0.275 -4.513 -4.011
H 0.576 -3.355 -1.884
*
```

Total energy   -165798.4282 eV
Orbital gap (spin up / spin down)   6.5 / 5.7 eV
Max |F|   2.1 eV/Å

---

A molecular structure, C19H18CrF6N4O6S2, computed with ωB97M-V with the def2-TZVPD basis set.

```
! wB97M-V def2-TZVPD RIJCOSX def2/J DEFGRID3
* xyz 1 4
Cr -0.870 0.029 0.439
C 3.517 0.532 3.243
C 1.440 0.706 2.077
N 0.713 1.060 0.912
N 0.306 -1.104 -0.742
C -0.309 -0.696 -1.833
O -1.451 -0.185 -1.471
C 0.156 -0.722 -3.219
C -0.802 -0.370 -4.176
C -0.473 -0.345 -5.518
C 0.820 -0.660 -5.914
C 1.778 -0.998 -4.969
C 1.457 -1.034 -3.623
C 0.495 0.048 3.037
C 0.696 -0.134 4.394
C -0.279 -0.783 5.136
C -1.434 -1.227 4.517
C -1.592 -0.969 3.168
N -0.656 -0.339 2.460
H 4.546 0.487 2.896
H 3.256 -0.441 3.667
H 3.473 1.292 4.026
H -1.801 -0.118 -3.852
H -1.220 -0.077 -6.253
H 1.084 -0.638 -6.963
H 2.786 -1.234 -5.278
H 2.221 -1.285 -2.908
H 1.583 0.246 4.871
H -0.135 -0.933 6.198
H -2.210 -1.745 5.061
H -2.490 -1.260 2.638
F 2.806 1.226 -0.955
C 2.103 2.343 -1.119
F 2.908 3.388 -1.045
F 1.531 2.309 -2.319
S 0.780 2.483 0.203
O -0.464 2.537 -0.531
O 1.186 3.533 1.071
N 2.677 0.907 2.127
S 2.120 -2.422 0.501
O 1.134 -2.337 1.568
O 1.622 -1.555 -0.822
C 1.762 -4.071 -0.311
F 2.643 -4.254 -1.290
F 0.533 -4.115 -0.806
F 1.906 -5.020 0.606
C -4.803 0.829 -0.215
C -3.583 1.486 0.324
C -3.427 2.960 0.326
O -2.669 0.773 0.759
H -5.437 1.524 -0.758
H -5.367 0.425 0.630
H -4.507 -0.009 -0.846
H -4.381 3.478 0.276
H -2.846 3.198 -0.573
H -2.832 3.282 1.177
*
```

Total energy   -104630.2836 eV
ΔE to the lowest compared entry with this formula, charge and spin   2.801 eV
Orbital gap (spin up / spin down)   8.0 / 8.4 eV
Max |F|   0.7 eV/Å

---

- Which of these has the highest total energy?
  C4H9O6P